[1]
50
Properties=species:S:1:pos:R:3 method="wB97M-V/def2-TZVPD" e_above_lowest_kj_mol=348.3 charge=+1 energy_ha=-4873.19769 fmax_ev_per_a=4.2 gap_ev="6.03 / 5.97" multiplicity=7
C 2.37291 -2.34546 -2.25992
C 1.99185 -1.17118 -1.62351
C 0.71976 -0.59259 -1.98574
C -0.30391 -1.50221 -2.34767
C 0.06270 -2.74576 -2.88390
C 1.40624 -3.11538 -2.92764
C -1.69739 -1.15326 -1.94148
C -1.89824 0.32322 -1.99883
C -0.78948 1.15125 -1.67614
C -1.07116 2.41923 -1.05194
C -2.28097 3.03571 -1.34103
C -3.30349 2.30151 -1.96279
C -3.14468 0.93200 -2.19266
H 3.40909 -2.67851 -2.19282
H -0.73130 -3.39676 -3.26457
H 1.70657 -4.03211 -3.43334
H -2.46391 -1.71123 -2.48584
H -2.42986 4.07531 -1.05216
H -4.24709 2.78809 -2.20287
H -3.98243 0.30228 -2.50319
N 0.50200 0.73592 -1.77550
Eu -1.98404 -2.40484 1.22902
C 2.63930 -0.60598 -0.39860
H 2.65242 0.49316 -0.42545
H 3.63926 -1.00969 -0.18627
C -0.12322 2.85252 0.02847
H 0.92030 2.79570 -0.31543
H -0.36001 3.83901 0.44792
P 1.46270 -1.05672 1.04751
P -0.26367 1.55406 1.41357
C -1.79355 2.18546 2.18337
H -1.89010 1.75734 3.18793
H -1.75467 3.28201 2.23843
H -2.65694 1.85085 1.59380
C 0.93935 2.30477 2.57229
H 0.57994 3.29981 2.86582
H 1.02404 1.66578 3.46013
H 1.91949 2.38794 2.08702
C 1.70597 -2.87176 1.03710
H 2.78598 -3.07841 1.03444
H 1.26131 -3.31576 1.94011
H 1.25376 -3.33487 0.15056
C 2.64193 -0.66285 2.39001
H 2.15658 -0.83236 3.35846
H 3.51308 -1.32477 2.29079
H 2.96398 0.38264 2.32255
C -0.73606 -1.02541 3.05042
O -0.51989 -0.68311 4.13314
H -1.86074 -1.51751 -0.69911
Br -3.94368 -0.54709 1.06553

***

[2]
49
Properties=species:S:1:pos:R:3 method="wB97M-V/def2-TZVPD" charge=+1 energy_ha=-2193.33461 fmax_ev_per_a=0.2 gap_ev=8.41
Cd -0.10571 1.04040 0.23471
C -0.43409 3.84229 1.20293
C -1.56625 4.06088 0.42698
C -2.76870 3.45043 0.76129
C -2.83767 2.59107 1.84778
C -1.70314 2.34178 2.61115
C -0.50237 2.98130 2.30200
H 0.48926 4.36484 0.98614
H -1.51980 4.73784 -0.41595
H -3.65465 3.65009 0.17302
H -3.77741 2.12400 2.11196
H -1.76345 1.69511 3.47732
H 0.35333 2.86484 2.95721
C 3.18189 0.48699 -1.86713
C 3.60603 1.41897 -0.73925
S 2.37565 1.84703 0.53579
C 2.80412 0.81727 1.97401
C 2.61853 -0.68954 1.83869
S 0.91042 -1.20176 1.44767
C 1.14604 -2.35335 0.06037
C 1.50577 -1.77077 -1.29841
S 3.25108 -1.28931 -1.51756
H 3.88895 0.64535 -2.68361
H 2.20080 0.75170 -2.26430
H 3.89285 2.38493 -1.15605
H 4.47165 1.02534 -0.20523
H 2.18589 1.21316 2.78226
H 3.83874 1.04333 2.23320
H 2.88716 -1.14525 2.79219
H 3.27311 -1.08976 1.07021
H 0.18636 -2.86683 -0.01199
H 1.88097 -3.09331 0.38073
H 0.86605 -0.92578 -1.55540
H 1.30008 -2.54150 -2.04277
C -1.85424 0.52235 -0.92066
C -2.00036 -0.94633 -1.09315
C -2.49514 -1.73134 -0.04415
C -2.62607 -3.10111 -0.16859
C -2.24377 -3.72865 -1.35514
C -1.76103 -2.96272 -2.41479
C -1.64490 -1.58993 -2.28001
C -2.34111 -5.15266 -1.48222
N -2.40323 -6.29666 -1.57095
H -2.67863 0.91023 -0.32409
H -1.84593 1.06115 -1.86616
H -2.79665 -1.25199 0.88124
H -3.01984 -3.69249 0.64735
H -1.48799 -3.44882 -3.34214
H -1.28265 -1.00286 -3.11643

***

[3]
56
Properties=species:S:1:pos:R:3 method="wB97M-V/def2-TZVPD" charge=0 smiles="C[C@H](c1nnc(SCC(=O)c2c(N)n(C)c(=O)n(C)c2=O)n1-c1ccc(Cl)cc1)N(C)C" energy_ha=-2243.98719 fmax_ev_per_a=1.1 gap_ev=8.86
C -0.04180 2.88302 1.09435
C -0.87952 2.16245 0.03091
C -0.09190 1.06283 -0.60338
N 1.14118 1.13495 -1.01731
N 1.44838 -0.00225 -1.66832
C 0.39304 -0.76807 -1.64651
S 0.20210 -2.38137 -2.25985
C 1.89844 -3.06813 -2.30733
C 2.91443 -2.33467 -1.46614
O 3.95573 -1.96951 -1.99500
C 2.55555 -2.03246 -0.09507
C 3.07554 -0.86189 0.46844
N 4.15545 -0.26953 -0.04241
N 2.46656 -0.30612 1.55540
C 2.94642 0.95443 2.08803
C 1.31038 -0.83731 2.11573
O 0.67005 -0.21555 2.93901
N 0.97065 -2.09107 1.69954
C -0.10494 -2.78419 2.38918
C 1.51541 -2.75661 0.58941
O 1.09530 -3.86053 0.30641
N -0.62768 -0.14695 -0.96698
C -1.88958 -0.68038 -0.65711
C -2.70865 -1.16249 -1.67001
C -3.94101 -1.70430 -1.35841
C -4.34962 -1.75879 -0.03424
Cl -5.88997 -2.43052 0.35612
C -3.53351 -1.28536 0.98250
C -2.29869 -0.74822 0.67120
N -1.40036 2.99258 -1.05347
C -0.40314 3.80348 -1.72121
C -2.55759 3.77205 -0.67418
H -0.59302 3.73184 1.49109
H 0.89272 3.23027 0.66412
H 0.17077 2.19702 1.90989
H -1.75631 1.71763 0.51352
H 2.23448 -3.06289 -3.34435
H 1.77520 -4.09005 -1.94507
H 4.29440 0.71708 0.09797
H 4.44287 -0.67589 -0.94122
H 2.34972 1.18265 2.96932
H 2.81645 1.75270 1.35515
H 3.99481 0.86124 2.37211
H -0.92208 -2.98438 1.69569
H 0.27279 -3.73591 2.76195
H -0.44472 -2.16034 3.21132
H -2.37752 -1.11186 -2.69523
H -4.58221 -2.08222 -2.13829
H -3.85742 -1.34460 2.00939
H -1.64869 -0.39706 1.45907
H -0.10925 4.68744 -1.13792
H -0.81564 4.14019 -2.67228
H 0.47944 3.19827 -1.91654
H -2.96977 4.23182 -1.57167
H -3.31381 3.11608 -0.24426
H -2.32984 4.57142 0.04697

***

[4]
53
Properties=species:S:1:pos:R:3 method="wB97M-V/def2-TZVPD" e_above_lowest_kj_mol=10.9 charge=0 smiles="O=C(Cc1ccc(S(=O)(=O)N2CCCC2)s1)N1CCN(c2ccc(F)cc2)CC1" energy_ha=-2062.73602 fmax_ev_per_a=1.1 gap_ev=8.45
O 2.73069 3.24305 0.07378
C 1.79451 2.59910 -0.35548
C 0.49021 3.29662 -0.76318
C -0.53219 3.11294 0.30561
C -0.46921 3.58846 1.58272
C -1.59204 3.23366 2.35815
C -2.49506 2.49350 1.66078
S -4.02384 1.80005 2.21680
O -5.01588 2.00078 1.20511
O -4.26964 2.30499 3.53731
N -3.59516 0.17121 2.20951
C -4.69719 -0.75364 1.98308
C -5.09221 -1.33269 3.35781
C -4.11361 -0.68430 4.34581
C -2.95859 -0.23580 3.44870
S -1.99727 2.21024 0.04344
N 1.83097 1.25287 -0.44468
C 0.85688 0.37264 -1.04362
C 1.45887 -0.24904 -2.30923
N 2.66943 -0.96660 -1.96873
C 3.06907 -2.04460 -2.75201
C 2.14938 -3.05715 -3.04983
C 2.51905 -4.16777 -3.77911
C 3.82762 -4.28370 -4.21190
F 4.19587 -5.37316 -4.92395
C 4.76400 -3.30925 -3.92922
C 4.38197 -2.19414 -3.20705
C 3.65566 -0.08857 -1.37727
C 3.05749 0.55276 -0.12100
H 0.12490 2.94200 -1.72493
H 0.73625 4.35749 -0.85059
H 0.35602 4.17113 1.95010
H -1.74829 3.51495 3.38330
H -4.34671 -1.53846 1.30666
H -5.50272 -0.20633 1.49578
H -6.12445 -1.09714 3.60727
H -4.97874 -2.41670 3.35496
H -4.56066 0.19914 4.80054
H -3.79073 -1.36683 5.12913
H -2.27641 -1.06266 3.22871
H -2.39731 0.60238 3.85834
H -0.06518 0.89643 -1.28130
H 0.62795 -0.42423 -0.32706
H 0.73860 -0.92206 -2.77010
H 1.68391 0.55949 -3.02594
H 1.13495 -2.98550 -2.68964
H 1.80816 -4.94659 -4.00540
H 5.77733 -3.41975 -4.28162
H 5.11796 -1.43031 -3.01503
H 4.52899 -0.67101 -1.08397
H 3.96767 0.70629 -2.07349
H 3.75527 1.27268 0.30794
H 2.83351 -0.22689 0.61397

***

[5]
57
Properties=species:S:1:pos:R:3 method="wB97M-V/def2-TZVPD" charge=-1 energy_ha=-3439.58614 fmax_ev_per_a=0.7 gap_ev="5.17 / 8.28" multiplicity=6
Fe 1.70011 -1.30850 0.22444
O 4.39314 -4.11238 0.79844
C 3.79960 -3.06420 0.64953
O 2.59216 -2.81169 1.05185
C 4.47099 -1.84591 0.02169
C 5.82498 -1.73690 -0.16663
C 6.33605 -0.46720 -0.55601
C 5.50263 0.60435 -0.65551
C 4.10780 0.42348 -0.43208
N 3.62328 -0.83060 -0.18959
C 3.19376 1.49676 -0.34140
O 3.39350 2.70537 -0.38830
O 1.86315 1.04399 -0.11042
H 6.45477 -2.59151 0.02148
H 7.39566 -0.34359 -0.73145
H 5.86415 1.59571 -0.88486
C 0.85049 3.51282 -1.50799
Si 0.57863 2.14737 -0.27118
C -0.84206 1.10046 -0.85880
C 0.19299 2.84949 1.41578
H -0.07541 4.07835 -1.60668
H 1.10674 3.11304 -2.48663
H 1.65433 4.17408 -1.20038
H -1.66780 1.72335 -1.19356
H -1.21800 0.44910 -0.07611
H -0.52825 0.47349 -1.69111
H -0.70391 3.46263 1.35977
H 1.01043 3.47271 1.77223
H 0.01907 2.06264 2.14556
C -2.66384 2.92204 2.89620
C -3.00968 1.73788 2.03716
C -2.54029 0.46799 2.37260
C -2.84318 -0.63150 1.59158
C -3.61777 -0.45898 0.45200
C -4.10060 0.78952 0.09962
C -3.79296 1.88256 0.89739
S -3.96802 -1.85631 -0.57370
O -5.14641 -1.58899 -1.35246
O -3.96588 -3.04371 0.24655
N -2.64693 -1.80735 -1.54753
C -2.24086 -3.07426 -2.15775
C -1.21344 -3.79707 -1.29005
C 0.12299 -3.05981 -1.25119
O 1.11615 -3.48292 -1.79347
O 0.07502 -1.93315 -0.57517
H -2.97737 2.75879 3.92790
H -3.14617 3.82728 2.53265
H -1.58741 3.09152 2.90518
H -1.92992 0.34320 3.25653
H -2.48038 -1.61516 1.84596
H -4.69617 0.89526 -0.79239
H -4.15956 2.86326 0.62542
H -1.86153 -1.39020 -1.06383
H -1.83958 -2.84396 -3.14729
H -3.12252 -3.70133 -2.29788
H -1.03711 -4.80322 -1.67549
H -1.61952 -3.86812 -0.28062

***

[6]
50
Properties=species:S:1:pos:R:3 method="wB97M-V/def2-TZVPD" charge=+3 energy_ha=-1153.49742 fmax_ev_per_a=3.2 gap_ev="3.99 / 4.79" multiplicity=2
Ir -0.07808 0.10694 0.49962
C -2.04958 1.00504 -1.93758
N -1.01218 1.66614 -1.12248
C 0.06912 2.31854 -1.88498
C 1.42022 1.74164 -1.58688
N 1.62552 0.74844 -0.71818
C 2.97312 0.49954 -0.71838
C 3.73062 -0.44916 -0.01158
C 5.09392 -0.49316 -0.25888
C 5.69452 0.36904 -1.17878
C 4.95832 1.33934 -1.87558
C 3.59182 1.38284 -1.63478
N 2.56422 2.15594 -2.14378
C -2.22878 -0.44196 -1.59258
N -1.47988 -1.09246 -0.69948
C -1.91838 -2.39136 -0.68758
C -1.46718 -3.51356 0.02842
C -2.09298 -4.72326 -0.21788
C -3.12538 -4.83496 -1.15118
C -3.59808 -3.72406 -1.86568
C -2.97638 -2.51096 -1.61948
N -3.13928 -1.24696 -2.15228
H -3.01708 1.51194 -1.82618
H -1.78518 1.06444 -3.00118
H -1.46398 2.36094 -0.53038
H -0.12048 2.22274 -2.96148
H 0.09312 3.39224 -1.66408
H 3.25902 -1.12426 0.68732
H 5.70582 -1.21646 0.25782
H 6.75442 0.28834 -1.36828
H 5.44162 2.00624 -2.57428
H 2.67132 2.91094 -2.81138
H -0.64568 -3.43086 0.72592
H -1.76638 -5.60726 0.30982
H -3.56478 -5.79996 -1.34338
H -4.39668 -3.82316 -2.58498
H -3.82928 -0.98256 -2.84528
C -1.30668 1.11254 4.73612
C -1.02168 1.27164 3.23382
C -0.53718 2.67664 2.88262
C -0.12758 0.18864 2.69842
H -1.95118 1.92164 5.07352
H -0.37398 1.15944 5.30182
H -1.79028 0.16564 4.96792
H -2.02568 1.14074 2.77762
H 0.16892 3.03044 3.63372
H -1.36328 3.38364 2.86472
H -0.04018 2.69104 1.90722
H -0.44388 -0.80336 3.03022
H 0.92162 0.37624 2.95222

***

[7]
48
Properties=species:S:1:pos:R:3 method="wB97M-V/def2-TZVPD" e_above_lowest_kj_mol=157.8 charge=0 smiles="O=C1CCN(Cc2ccccc2)CCN1[C@H](CO)c1ccccc1" energy_ha=-1036.51759 fmax_ev_per_a=0.5 gap_ev=9.39
O -2.87401 2.16800 -0.54872
C -2.12638 1.44342 -1.18010
C -2.62007 0.19050 -1.87083
C -2.06724 -1.06846 -1.19177
N -0.78306 -1.47470 -1.73412
C -0.43595 -2.84840 -1.37042
C -0.19331 -3.04408 0.10734
C -1.24430 -3.34652 0.96524
C -1.04016 -3.43322 2.33113
C 0.22067 -3.21825 2.86042
C 1.27819 -2.93121 2.01475
C 1.07170 -2.84618 0.64953
C 0.29432 -0.55638 -1.41669
C 0.09707 0.83438 -2.02680
N -0.79733 1.68439 -1.27433
C -0.21915 2.74268 -0.45015
C 0.32554 3.87999 -1.33022
O 0.84002 4.94873 -0.57976
C 0.76563 2.12808 0.52064
C 0.25031 1.28685 1.50467
C 1.08852 0.62149 2.37813
C 2.45987 0.79650 2.28493
C 2.97857 1.64649 1.32531
C 2.13837 2.30740 0.44302
H -2.35425 0.18272 -2.92755
H -3.70732 0.19519 -1.78354
H -2.76458 -1.88854 -1.37983
H -2.02558 -0.90136 -0.10153
H 0.46260 -3.11299 -1.93515
H -1.25338 -3.49107 -1.70748
H -2.23090 -3.52287 0.56070
H -1.86838 -3.66813 2.98376
H 0.37932 -3.28135 3.92705
H 2.26739 -2.77137 2.41804
H 1.90565 -2.62952 -0.00292
H 1.20888 -0.97741 -1.84328
H 0.44133 -0.44480 -0.33038
H 1.06870 1.32836 -2.05255
H -0.26034 0.72939 -3.05522
H -1.06667 3.14501 0.12359
H -0.48994 4.21601 -1.98792
H 1.14924 3.54024 -1.96237
H 0.15094 5.27367 0.01056
H -0.82049 1.15391 1.57548
H 0.67302 -0.03659 3.12695
H 3.11932 0.27710 2.96434
H 4.04617 1.79602 1.25673
H 2.56149 2.97687 -0.28864

***

[8]
50
Properties=species:S:1:pos:R:3 method="wB97M-V/def2-TZVPD" e_above_lowest_kj_mol=337.7 charge=0 smiles="COc1cccc(C[C@@]2(CO)CCCN(C(=O)c3cc[n+]([O-])cc3)C2)c1" energy_ha=-1186.93966 fmax_ev_per_a=1.0 gap_ev=8.21
C 3.77337 -3.49335 0.38929
O 3.64741 -3.28620 1.77271
C 3.21054 -2.07030 2.21515
C 3.05640 -1.94638 3.59528
C 2.63264 -0.75095 4.13458
C 2.34996 0.32878 3.31546
C 2.48406 0.21534 1.94109
C 2.17752 1.38244 1.04307
C 0.75472 1.37769 0.43780
C -0.30992 1.27503 1.55781
O -0.38064 0.03643 2.19660
C 0.57118 2.68924 -0.34877
C -0.68241 2.70117 -1.22365
C -0.74223 1.45404 -2.10946
N -0.63270 0.27178 -1.28638
C -1.66546 -0.50695 -0.90367
O -1.59028 -1.28280 0.04061
C -2.91548 -0.44236 -1.71512
C -4.14489 -0.28757 -1.07796
C -5.30881 -0.30406 -1.80402
N -5.31257 -0.49310 -3.14666
O -6.38338 -0.49644 -3.79312
C -4.12435 -0.68519 -3.77156
C -2.93242 -0.66218 -3.09172
C 0.61278 0.20819 -0.54833
C 2.93042 -0.98441 1.39692
H 4.09738 -4.52665 0.27333
H 2.81741 -3.35578 -0.12747
H 4.52503 -2.82992 -0.05279
H 3.27886 -2.79923 4.21641
H 2.51989 -0.65825 5.20430
H 2.01720 1.25901 3.74916
H 2.89854 1.40504 0.22081
H 2.29214 2.30690 1.61298
H -0.06485 2.00385 2.33600
H -1.29392 1.54582 1.14680
H -0.78119 -0.61314 1.59038
H 0.53518 3.52938 0.34725
H 1.44439 2.82917 -0.99156
H -0.68049 3.59119 -1.85469
H -1.57881 2.73798 -0.60235
H -1.67532 1.44054 -2.67214
H 0.09554 1.45980 -2.81579
H -4.18346 -0.15362 -0.00834
H -6.28240 -0.17546 -1.35689
H -4.18972 -0.85644 -4.83504
H -2.01480 -0.83530 -3.63281
H 0.65077 -0.74297 -0.01592
H 1.43061 0.24511 -1.27599
H 3.06655 -1.05493 0.32840

***

Please write out number 2 again, unchanged.
49
Properties=species:S:1:pos:R:3 method="wB97M-V/def2-TZVPD" charge=+1 energy_ha=-2193.33461 fmax_ev_per_a=0.2 gap_ev=8.41
Cd -0.10571 1.04040 0.23471
C -0.43409 3.84229 1.20293
C -1.56625 4.06088 0.42698
C -2.76870 3.45043 0.76129
C -2.83767 2.59107 1.84778
C -1.70314 2.34178 2.61115
C -0.50237 2.98130 2.30200
H 0.48926 4.36484 0.98614
H -1.51980 4.73784 -0.41595
H -3.65465 3.65009 0.17302
H -3.77741 2.12400 2.11196
H -1.76345 1.69511 3.47732
H 0.35333 2.86484 2.95721
C 3.18189 0.48699 -1.86713
C 3.60603 1.41897 -0.73925
S 2.37565 1.84703 0.53579
C 2.80412 0.81727 1.97401
C 2.61853 -0.68954 1.83869
S 0.91042 -1.20176 1.44767
C 1.14604 -2.35335 0.06037
C 1.50577 -1.77077 -1.29841
S 3.25108 -1.28931 -1.51756
H 3.88895 0.64535 -2.68361
H 2.20080 0.75170 -2.26430
H 3.89285 2.38493 -1.15605
H 4.47165 1.02534 -0.20523
H 2.18589 1.21316 2.78226
H 3.83874 1.04333 2.23320
H 2.88716 -1.14525 2.79219
H 3.27311 -1.08976 1.07021
H 0.18636 -2.86683 -0.01199
H 1.88097 -3.09331 0.38073
H 0.86605 -0.92578 -1.55540
H 1.30008 -2.54150 -2.04277
C -1.85424 0.52235 -0.92066
C -2.00036 -0.94633 -1.09315
C -2.49514 -1.73134 -0.04415
C -2.62607 -3.10111 -0.16859
C -2.24377 -3.72865 -1.35514
C -1.76103 -2.96272 -2.41479
C -1.64490 -1.58993 -2.28001
C -2.34111 -5.15266 -1.48222
N -2.40323 -6.29666 -1.57095
H -2.67863 0.91023 -0.32409
H -1.84593 1.06115 -1.86616
H -2.79665 -1.25199 0.88124
H -3.01984 -3.69249 0.64735
H -1.48799 -3.44882 -3.34214
H -1.28265 -1.00286 -3.11643